A single C6H10O3 molecule. Source: OMol25; level of theory: ωB97M-V/def2-TZVPD.

XYZ file:
```
19
Properties=species:S:1:pos:R:3:forces:R:3
C -4.31712 -0.94612 0.00155 0.603 -2.419 2.824
C -3.03369 -0.29232 0.05892 -0.903 0.551 0.268
C -2.01817 0.29314 0.27492 0.667 -0.071 -0.277
C -0.62020 0.64902 0.30104 2.049 1.929 1.710
O -0.24568 1.53857 -0.74896 0.304 0.139 1.473
O 0.11034 -0.54199 0.27989 -1.229 -1.237 -1.955
O 1.21037 -0.49599 1.08506 2.003 1.235 0.605
C 2.39749 0.16592 0.49274 -1.144 -0.309 -0.480
C 2.94742 -0.55839 -0.70756 0.463 -2.164 -0.363
H -4.67110 -1.13038 1.10056 0.459 0.568 -1.848
H -5.08464 -0.44271 -0.52331 -0.597 0.319 -0.782
H -4.07913 -1.98971 -0.32321 -0.776 0.777 -0.316
H -0.19791 1.13084 1.27607 -1.388 -0.277 -1.588
H -0.54791 1.20443 -1.57895 -0.505 -0.524 -0.837
H 2.34999 1.21093 0.18321 -1.343 0.158 0.167
H 2.91411 0.23450 1.40483 1.607 -0.457 0.918
H 3.58616 -1.49254 -0.47805 -0.833 1.573 -0.132
H 2.07219 -0.98815 -1.28438 0.951 0.837 0.400
H 3.53359 0.15104 -1.32790 -0.388 -0.629 0.209
```
Forces are in eV/Å.

## Properties
Total charge: 0
HOMO-LUMO gap, eV: 10.77
Maximum force, eV Å⁻¹: 3.77
SMILES: CC#C[C@H](O)OOCC
Energy relative to the best compared isomer or geometry (same formula, charge and spin), kcal per mole: 136.8

Atomic partial charges in e from the Mulliken method, atoms 1 to 4:
1 C -1.256
2 C 0.793
3 C -0.423
4 C 0.050